Below is 11 unconnected molecules or ions with the total composition C11H44O11 at a distorted geometry, with properties calculated with wB97M-V/def2-TZVPD.

Each atom is followed by the atoms it is bonded to, with distances in Å.
Element x y z (Å)
1 C 15.90 -16.95 4.14  O2 1.423, H3 1.090, H4 1.090, H5 1.090
2 O 16.20 -15.61 4.49  C1 1.423, H6 0.960
3 H 16.05 -17.65 4.96  C1 1.090
4 H 14.85 -17.03 3.87  C1 1.090
5 H 16.54 -17.27 3.32  C1 1.090
6 H 17.15 -15.53 4.58  O2 0.960
7 C 17.99 -8.60 11.48  O8 1.441, H9 1.090, H10 1.090, H11 1.090
8 O 17.25 -9.22 10.41  C7 1.441, H12 0.960
9 H 18.13 -7.53 11.30  C7 1.090
10 H 17.42 -8.70 12.40  C7 1.090
11 H 19.00 -9.01 11.59  C7 1.090
12 H 17.76 -9.27 9.60  O8 0.960
13 C 17.46 -10.33 5.42  O14 1.393, H15 1.090, H16 1.090, H17 1.090
14 O 18.19 -9.50 6.27  C13 1.393, H18 0.960
15 H 16.77 -10.94 6.01  C13 1.090
16 H 16.85 -9.77 4.72  C13 1.090
17 H 18.06 -11.08 4.90  C13 1.090
18 H 18.54 -8.78 5.73  O14 0.960
19 C 22.84 -10.95 4.36  O20 1.408, H21 1.090, H22 1.090, H23 1.090
20 O 23.20 -12.06 3.57  C19 1.408, H24 0.960
21 H 21.99 -10.43 3.93  C19 1.090
22 H 22.57 -11.42 5.31  C19 1.090
23 H 23.71 -10.31 4.42  C19 1.090
24 H 23.49 -11.71 2.72  O20 0.960
25 C 20.77 -16.06 5.16  O26 1.415, H27 1.090, H28 1.090, H29 1.090
26 O 20.29 -14.93 4.46  C25 1.415, H30 0.960
27 H 21.24 -16.80 4.51  C25 1.090
28 H 21.52 -15.93 5.94  C25 1.090
29 H 19.89 -16.60 5.52  C25 1.090
30 H 21.02 -14.30 4.40  O26 0.960
31 C 11.82 -13.78 5.50  O32 1.445, H33 1.090, H34 1.090, H35 1.090
32 O 12.87 -13.29 4.63  C31 1.445, H36 0.960
33 H 11.62 -14.82 5.25  C31 1.090
34 H 12.32 -13.67 6.46  C31 1.090
35 H 10.94 -13.15 5.41  C31 1.090
36 H 13.65 -13.82 4.83  O32 0.960
37 C 12.73 -8.97 2.26  O38 1.393, H39 1.090, H40 1.090, H41 1.090
38 O 13.11 -10.21 1.73  C37 1.393, H42 0.960
39 H 12.95 -8.13 1.60  C37 1.090
40 H 11.66 -9.06 2.40  C37 1.090
41 H 13.14 -8.72 3.24  C37 1.090
42 H 13.15 -10.86 2.43  O38 0.960
43 C 23.46 -7.99 9.12  O44 1.405, H45 1.090, H46 1.090, H47 1.090
44 O 24.73 -7.62 8.65  C43 1.405, H48 0.960
45 H 22.75 -7.97 8.29  C43 1.090
46 H 23.51 -8.95 9.63  C43 1.090
47 H 23.10 -7.32 9.91  C43 1.090
48 H 25.28 -7.51 9.43  O44 0.960
49 C 17.28 -3.90 7.91  O50 1.409, H51 1.090, H52 1.090, H53 1.090
50 O 17.55 -3.75 9.28  C49 1.409, H54 0.960
51 H 17.92 -4.68 7.49  C49 1.090
52 H 16.23 -4.17 7.74  C49 1.090
53 H 17.34 -2.97 7.34  C49 1.090
54 H 18.50 -3.69 9.42  O50 0.960
55 C 21.44 -4.91 3.86  O56 1.427, H57 1.090, H58 1.090, H59 1.090
56 O 20.64 -6.05 4.18  C55 1.427, H60 0.960
57 H 21.66 -4.78 2.80  C55 1.090
58 H 20.94 -4.01 4.24  C55 1.090
59 H 22.35 -5.03 4.46  C55 1.090
60 H 20.00 -6.13 3.47  O56 0.960
61 C 18.10 -8.22 0.73  O62 1.457, H63 1.090, H64 1.090, H65 1.090
62 O 17.67 -7.01 1.43  C61 1.457, H66 0.960
63 H 17.30 -8.59 0.09  C61 1.090
64 H 18.98 -7.99 0.14  C61 1.090
65 H 18.32 -9.05 1.40  C61 1.090
66 H 17.34 -6.34 0.83  O62 0.960

Properties
ΔE to the lowest compared entry with this formula, charge and spin = 84.5 kcal per mole
SMILES = CO.CO.CO.CO.CO.CO.CO.CO.CO.CO.CO
LUMO level = 0.0104 hartree
Spin multiplicity = 1
HOMO-LUMO gap = 10.22 eV
Net charge = 0
Total energy = -1272.8765 a.u.

Löwdin atomic charge list, values in e, 4 entries: -0.161 -0.124 0.071 0.077